The following is a DFT calculation (ωB97M-V/def2-TZVPD) of C4H7NO in the gas phase in a non-equilibrium geometry.

Each line ends with the Löwdin charge.
Geometry (Å):
C -0.97 1.07 1.42  0.01
C -0.06 0.04 0.94  -0.48
O 0.38 -0.91 1.55  0.07
C 0.00 0.07 -0.69  -0.26
C 1.24 -0.57 -1.18  -0.17
N -0.04 -1.19 -1.45  0.03
H -1.54 0.52 0.45  0.17
H -0.88 2.02 0.92  0.08
H -1.20 1.09 2.51  0.10
H -0.36 0.94 -1.27  0.14
H 1.86 -1.00 -0.39  0.11
H 1.75 -0.15 -2.03  0.10
H -0.20 -1.94 -0.78  0.10

E_tot = -7796.199 eV
Charge = 0
Orbital gap = 10.61 eV
Lowest unoccupied orbital energy = 0.9 eV
SMILES string = CC(=O)[C@H]1CN1


The following is a DFT calculation (ωB97M-V/def2-TZVPD) of C3H3N3O in the gas phase in a non-equilibrium geometry.

Each line ends with the Löwdin charge.
Geometry (Å):
C -1.46 0.30 0.13  -0.17
O -1.52 -1.12 0.05  -0.08
C 0.07 -1.07 -0.25  -0.20
N 1.24 -1.59 0.00  0.08
N 2.01 -0.52 0.12  0.00
N 1.39 0.68 0.07  0.08
C 0.08 0.33 -0.44  -0.09
H -2.10 0.81 -0.76  0.14
H -1.61 0.73 1.20  0.14
H 1.91 1.44 -0.10  0.09

E_tot = -9671.483 eV
Charge = 0
Orbital gap = 9.77 eV
Lowest unoccupied orbital energy = 0.1 eV
SMILES string = C1Oc2nn[nH]c21


The following is a DFT calculation (ωB97M-V/def2-TZVPD) of 2 unconnected molecules or ions with the total composition C6H13O3 in a non-equilibrium geometry.

Each line ends with the Mulliken spin population.
Geometry (Å):
O -1.07 -1.59 -1.91  0.98
O -1.56 -2.14 -2.91  1.02
C 1.31 0.28 1.86  0.01
C 0.63 -0.67 0.91  0.01
C 1.46 -1.86 0.52  0.00
O 0.48 0.08 -0.40  0.10
C -0.57 0.84 -0.60  0.72
C -0.35 1.99 -1.49  -0.03
C -1.86 0.56 -0.02  0.03
H 1.57 -0.20 2.81  0.00
H 2.23 0.64 1.38  0.00
H 0.67 1.13 2.09  0.00
H -0.37 -0.97 1.26  0.00
H 1.74 -2.44 1.42  0.00
H 0.90 -2.52 -0.16  0.00
H 2.35 -1.52 -0.01  0.00
H -1.23 2.64 -1.48  0.00
H 0.52 2.58 -1.15  0.03
H -0.15 1.63 -2.51  0.05
H -2.53 1.38 -0.30  0.00
H -2.31 -0.37 -0.41  0.04
H -1.89 0.53 1.08  0.04

E_tot = -12569.579 eV
Charge = 0
Orbital gap (spin up / spin down) = 6.67 / 9.79 eV
Spin multiplicity = 4
<S²> = 3.7622
Lowest unoccupied orbital energy (spin up / spin down) = 0.9 / -0.7 eV


The following is a DFT calculation (ωB97M-V/def2-TZVPD) of 2 unconnected molecules or ions with the total composition C4H10N2OS in a non-equilibrium geometry.

Each line ends with the Mulliken spin population.
Geometry (Å):
N 1.66 0.38 2.62  0.00
C 0.40 -0.14 -0.57  0.44
C 1.66 -0.90 -0.82  -0.01
S 3.08 0.11 -0.29  0.19
C -0.59 0.02 -1.54  0.11
N -1.78 0.77 -1.15  0.02
C -2.62 0.15 -0.13  0.01
O -0.54 -0.28 -2.74  0.21
H 2.28 0.12 1.84  0.00
H 1.44 1.35 2.50  0.00
H 2.08 0.23 3.53  0.00
H 0.23 0.13 0.47  0.02
H 1.68 -1.84 -0.29  0.03
H 1.74 -1.03 -1.92  0.00
H -2.22 0.95 -2.05  0.00
H -2.79 0.88 0.73  0.00
H -2.07 -0.75 0.26  -0.01
H -3.63 -0.14 -0.45  0.00

E_tot = -20172.878 eV
Charge = -1
Orbital gap (spin up / spin down) = 6.86 / 5.79 eV
Spin multiplicity = 2
<S²> = 0.7595
Lowest unoccupied orbital energy (spin up / spin down) = 3.6 / 2.7 eV